No. 1
Formula: C5H12
Source: the OMol25 dataset
Level of theory: wB97M-V/def2-TZVPD

```
17
Properties=species:S:1:pos:R:3
C -2.14 -0.62 0.19
C -1.37 0.62 -0.26
C 0.06 0.68 0.22
C 1.02 -0.32 -0.41
C 2.38 -0.14 0.16
H -3.20 -0.56 -0.09
H -2.10 -0.75 1.24
H -1.78 -1.53 -0.33
H -1.86 1.53 0.09
H -1.39 0.73 -1.36
H -0.02 0.51 1.29
H 0.47 1.68 0.08
H 0.67 -1.38 -0.27
H 1.01 -0.18 -1.50
H 3.05 -0.93 -0.18
H 2.38 -0.12 1.26
H 2.82 0.78 -0.14
```

Results
2S+1: 1
Relative energy (zero: lowest compared OMol25 entry of this formula, charge and spin) in kJ/mol: 27.8
SMILES string: CCCCC
Orbital gap in hartree: 0.4488
Electronic energy in eV: -5379.65206
HOMO level in eV: -10.9

Atom charges from the natural (NBO) analysis, given in e for atoms 1 to 8:
1. C -0.6094
2. C -0.3911
3. C -0.3890
4. C -0.3977
5. C -0.6011
6. H 0.2100
7. H 0.2013
8. H 0.2019



No. 2
Formula: C37H65F2Ge2N6O4PPbS
Source: the OMol25 dataset
Level of theory: wB97M-V/def2-TZVPD

```
119
Properties=species:S:1:pos:R:3
Pb -1.26 -0.15 -0.06
C -5.64 0.12 -0.16
C -4.78 -1.07 0.13
C -4.27 -0.89 1.60
C -5.38 -2.39 -0.15
O -3.55 -0.90 -0.72
Ge -3.23 -1.97 -2.28
O -1.47 -2.24 -1.96
C -0.70 -3.57 -1.79
C -0.76 -3.93 -0.30
C -1.24 -4.67 -2.61
C 0.73 -3.24 -2.26
O -3.00 -0.65 -3.56
C -3.49 -0.50 -4.88
C -4.07 0.92 -4.92
C -2.39 -0.62 -5.91
C -4.60 -1.45 -5.13
H -6.53 0.18 0.46
H -6.02 0.08 -1.17
H -5.04 1.00 0.08
H -5.09 -0.84 2.36
H -3.62 -0.01 1.59
H -3.76 -1.80 1.93
H -6.22 -2.66 0.61
H -4.69 -3.24 -0.04
H -5.88 -2.45 -1.09
H -1.85 -4.07 -0.04
H -0.21 -3.18 0.30
H -0.30 -4.93 -0.16
H -2.27 -4.89 -2.27
H -0.63 -5.57 -2.46
H -1.31 -4.44 -3.71
H 1.15 -2.28 -1.91
H 0.76 -3.32 -3.38
H 1.40 -4.05 -1.97
H -3.37 1.71 -5.00
H -4.64 1.09 -4.01
H -4.79 0.97 -5.74
H -1.69 0.25 -5.78
H -2.83 -0.50 -6.94
H -1.85 -1.59 -5.89
H -5.47 -1.25 -4.47
H -4.38 -2.49 -5.01
H -5.02 -1.39 -6.14
F 0.59 1.56 -4.89
C 0.11 1.97 -3.72
C -0.57 1.11 -2.87
C -1.03 1.51 -1.66
C -0.89 2.83 -1.22
C -0.31 3.67 -2.17
F -0.13 4.98 -1.82
C 0.15 3.33 -3.41
C -1.20 3.15 0.23
C -1.08 4.40 0.87
C -1.30 4.54 2.21
C -1.94 3.42 2.99
C -1.41 2.13 2.40
N -1.58 2.06 0.94
H -0.75 0.13 -3.27
H 0.46 4.10 -4.02
H -0.79 5.25 0.27
H -1.00 5.44 2.74
H -2.12 2.86 4.94
H -2.08 1.33 2.77
C 1.76 0.15 4.58
N 0.56 0.88 4.30
C -0.49 0.59 5.31
P 0.40 1.53 2.78
O 0.71 0.49 1.72
N 1.55 2.75 2.78
C 1.64 3.78 3.87
C 2.52 2.91 1.71
N -1.53 3.49 4.43
C -3.42 3.68 2.76
C -1.88 4.79 5.03
H 2.11 0.34 5.61
H 2.55 0.37 3.84
H 1.50 -0.95 4.49
H -0.35 1.04 6.29
H -0.55 -0.57 5.41
H -1.41 0.88 4.85
H 2.66 3.77 4.34
H 0.83 3.47 4.59
H 1.38 4.68 3.38
H 2.30 2.20 0.96
H 3.52 2.71 2.16
H 2.60 3.99 1.32
H -4.02 3.14 3.49
H -3.76 3.45 1.73
H -3.67 4.71 2.91
H -2.06 5.56 4.32
H -1.06 5.24 5.60
H -2.77 4.68 5.65
C 4.82 0.51 -2.73
Ge 5.16 -1.31 -1.98
C 7.12 -1.40 -2.26
C 4.14 -2.61 -3.06
C 4.84 -1.37 -0.12
H 3.76 0.70 -2.93
H 5.41 0.60 -3.68
H 5.20 1.37 -2.13
H 7.22 -1.69 -3.33
H 7.67 -2.15 -1.68
H 7.52 -0.39 -2.08
H 3.54 -3.24 -2.43
H 4.76 -3.23 -3.74
H 3.45 -2.01 -3.71
H 5.04 -0.43 0.38
S 3.88 -2.43 0.88
C 5.14 -3.18 1.94
N 6.47 -3.09 1.56
C 7.45 -3.68 2.34
C 7.09 -4.22 3.53
C 5.74 -4.13 3.88
N 4.74 -3.68 3.07
H 6.69 -2.65 0.66
H 8.41 -3.72 1.89
H 7.80 -4.85 4.12
H 5.42 -4.37 4.87
```

Results
2S+1: 2
Orbital gap (spin up / spin down) in hartree: 0.0996 / 0.1490
Electronic energy in eV: -200390.44659
Total charge: -1
HOMO level (spin up / spin down) in eV: -2.3 / -3.6

Atom charges from the Mulliken analysis, given in e for atoms 1 to 8:
1. Pb 1.5862
2. C -1.7152
3. C 1.9796
4. C -1.2322
5. C -1.8994
6. O -0.0139
7. Ge -1.0527
8. O -0.3350



No. 3
Formula: C35H48F6O33
Source: the OMol25 dataset
Level of theory: wB97M-V/def2-TZVPD

```
122
Properties=species:S:1:pos:R:3
C 8.36 -1.19 -1.80
C 7.63 -2.33 -1.10
O 6.32 -1.75 -0.99
C 6.47 -0.39 -0.87
O 5.59 0.39 -0.60
O 7.74 -0.05 -1.19
F 8.23 -2.55 0.12
H 8.13 -1.34 -2.86
H 9.42 -1.15 -1.60
H 7.46 -3.23 -1.68
C -2.46 -0.88 -2.86
C -2.16 -0.60 -4.34
O -1.22 -1.58 -4.70
C -1.47 -2.68 -3.94
O -1.18 -3.79 -4.20
O -2.20 -2.31 -2.87
F -1.75 0.64 -4.64
H -3.50 -0.80 -2.59
H -1.71 -0.38 -2.24
H -3.10 -0.78 -4.88
C 2.17 1.23 -5.73
C 1.86 0.72 -4.33
O 1.53 1.96 -3.72
C 2.39 2.89 -4.24
O 2.66 3.89 -3.76
O 2.85 2.44 -5.42
F 2.98 0.15 -3.76
H 1.22 1.51 -6.19
H 2.71 0.54 -6.38
H 1.03 0.04 -4.22
C -2.90 4.76 -1.07
C -2.18 4.64 -2.41
O -2.59 3.43 -2.93
C -3.54 2.85 -2.14
O -4.09 1.88 -2.52
O -3.78 3.61 -1.08
F -0.84 4.61 -2.14
H -3.47 5.67 -0.94
H -2.25 4.50 -0.23
H -2.37 5.46 -3.10
C 6.57 2.42 1.76
C 5.74 2.00 2.99
O 4.46 2.45 2.71
C 4.55 3.45 1.77
O 3.64 4.12 1.48
O 5.80 3.56 1.35
F 6.20 2.70 4.08
H 6.56 1.71 0.94
H 7.51 2.80 2.13
H 5.81 0.95 3.25
C -4.55 0.64 2.86
C -4.24 1.24 4.23
O -4.28 2.63 4.00
C -4.43 2.89 2.68
O -4.37 3.97 2.20
O -4.82 1.78 2.02
F -2.96 0.91 4.60
H -5.27 -0.16 2.71
H -3.60 0.24 2.47
H -4.95 1.05 5.03
C -0.66 -3.39 1.64
O -1.03 -4.60 0.96
C -1.75 -5.51 1.57
O -1.98 -5.54 2.73
O -2.10 -6.38 0.66
C -3.00 -7.40 1.04
H -1.45 -2.71 1.35
H 0.32 -3.06 1.30
H -0.66 -3.54 2.72
H -3.99 -6.93 1.06
H -2.82 -7.71 2.07
H -3.08 -8.25 0.38
C 0.82 -5.36 -1.67
O 2.12 -5.09 -2.15
C 2.42 -3.81 -2.21
O 1.68 -2.93 -1.86
O 3.65 -3.73 -2.70
C 4.11 -2.53 -3.26
H 0.59 -6.42 -1.59
H 0.11 -4.94 -2.39
H 0.52 -4.89 -0.74
H 5.22 -2.52 -3.29
H 3.99 -1.70 -2.56
H 3.92 -2.48 -4.33
C -8.89 2.69 3.16
O -8.37 1.74 2.24
C -7.78 2.21 1.14
O -7.67 3.36 0.86
O -7.42 1.16 0.40
C -6.47 1.43 -0.62
H -9.88 2.95 2.78
H -8.32 3.62 3.06
H -8.94 2.33 4.17
H -6.37 0.51 -1.21
H -5.46 1.61 -0.25
H -6.81 2.19 -1.32
C 1.66 -0.42 -0.41
C 0.76 0.56 0.29
C 0.54 1.87 -0.45
O -0.88 2.01 -0.37
C -1.49 0.88 0.05
O -2.66 0.69 0.13
O -0.57 -0.06 0.37
H 1.53 -1.37 0.12
H 2.74 -0.31 -0.49
H 1.21 -0.64 -1.37
H 0.89 0.68 1.37
H 0.86 1.73 -1.48
H 1.16 2.66 -0.05
C 0.98 2.03 4.23
C 1.83 0.86 4.66
C 1.10 -0.14 5.57
O 1.54 -1.41 5.17
C 2.03 -1.31 3.89
O 2.26 -2.23 3.20
O 2.23 -0.02 3.59
H 1.63 2.84 3.91
H 0.40 2.46 5.05
H 0.23 1.66 3.52
H 2.78 1.10 5.14
H 0.02 0.01 5.52
H 1.32 0.14 6.60
```

Results
2S+1: 1
SMILES string: O=C1OC[C@@H](F)O1.O=C1OC[C@@H](F)O1.O=C1OC[C@@H](F)O1.O=C1OC[C@@H](F)O1.O=C1OC[C@@H](F)O1.O=C1OC[C@@H](F)O1.C[C@H]1COC(=O)O1.C[C@H]1COC(=O)O1.COC(=O)OC.COC(=O)OC.COC(=O)OC
Orbital gap in hartree: 0.3935
Electronic energy in eV: -120946.02761
HOMO level in eV: -10.5

Atom charges from the Mulliken analysis, given in e for atoms 1 to 8:
1. C -0.5028
2. C 0.2097
3. O -0.1869
4. C 0.6119
5. O -0.5047
6. O -0.3193
7. F -0.2921
8. H 0.2818